(a)
Computed, not measured: 2 unconnected molecules or ions with the total composition C2H7N2O2P, with ωB97M-V with the def2-TZVPD basis set.

Cartesian coordinates (Å):
1 N 2.0398 -0.3383 -0.1555
2 P 0.4199 -0.2853 -0.7154
3 N 0.0972 -1.9806 -0.7525
4 O -0.1225 0.1225 0.8151
5 H 2.2779 0.5788 0.0775
6 H 2.6669 -0.4916 -1.0293
7 H -0.8795 -2.2746 -0.2767
8 H 0.1925 -2.4333 -1.6383
9 H 0.5014 -0.2280 1.3478
10 C -2.5632 3.0719 0.4648
11 C -1.5573 2.6768 -0.2052
12 O -0.6333 2.4399 -0.8631
13 H -2.7012 2.7534 1.4452
14 H -3.5315 3.2301 0.0850

=====

(b)
Computed, not measured: 2 unconnected molecules or ions with the total composition C2H7N2O2P, with ωB97M-V with the def2-TZVPD basis set.

Cartesian coordinates (Å):
1 C 1.7243 -1.4730 -2.2464
2 C -0.0365 1.0900 2.9181
3 N 0.9197 -0.5417 -1.9359
4 N -0.5571 1.3431 1.7326
5 O -1.4632 0.5833 -0.5477
6 O -0.8142 -1.3713 0.9070
7 P -0.3198 -0.0804 0.4209
8 H 1.5064 -2.2737 -3.0442
9 H -0.0725 0.1261 3.3435
10 H 0.4695 1.8882 3.5043
11 H 0.1804 -0.6077 -2.5767
12 H -0.9951 1.0636 -1.1727
13 H 2.6217 -1.6298 -1.6730
14 H -0.6525 2.3146 1.4238

=====

Energy ordering: (a) at the bottom, the next structure 0.0240 hartree above.

=====

(a)
Computed, not measured: a single C22H33N3O molecule, with ωB97M-V with the def2-TZVPD basis set.

Cartesian coordinates (Å):
1 C 6.4373 3.0809 -0.2149
2 C 5.3032 2.1088 -0.0974
3 C 4.4919 1.8336 -1.1916
4 C 3.4496 0.9343 -1.0943
5 C 3.1683 0.2693 0.0976
6 C 2.0104 -0.7146 0.1561
7 C 1.8371 -1.3504 1.5404
8 C 0.6561 -2.3214 1.5378
9 C 0.9022 -3.4329 0.5210
10 C 1.0640 -2.8110 -0.8632
11 C -0.2124 -2.0609 -1.2361
12 C -0.4748 -0.9548 -0.2076
13 N -1.6756 -0.1908 -0.5439
14 C -2.9110 -0.7640 -0.6641
15 O -3.1717 -1.9155 -0.3676
16 N -3.8909 0.0591 -1.1493
17 C -3.8923 1.4993 -1.2381
18 C -5.2249 2.1115 -0.7549
19 N -5.4932 2.0984 0.6644
20 C -5.7564 0.7917 1.2308
21 C -4.5419 2.8442 1.4571
22 C -0.6271 -1.5770 1.1810
23 C 0.7057 0.0180 -0.1985
24 C 2.2467 -1.8437 -0.8602
25 C 3.9833 0.5478 1.1868
26 C 5.0300 1.4499 1.0902
27 H 7.1970 2.6938 -0.8938
28 H 6.8990 3.2596 0.7529
29 H 6.0865 4.0307 -0.6162
30 H 4.6817 2.3318 -2.1323
31 H 2.8480 0.7509 -1.9726
32 H 1.6595 -0.5726 2.2865
33 H 2.7452 -1.8922 1.8134
34 H 0.5516 -2.7574 2.5376
35 H 1.8026 -3.9916 0.7869
36 H 0.0600 -4.1270 0.5199
37 H 1.2475 -3.5998 -1.6015
38 H -0.1157 -1.6199 -2.2324
39 H -1.0647 -2.7409 -1.2459
40 H -1.5077 0.6323 -1.1002
41 H -4.7906 -0.3922 -1.2203
42 H -3.7327 1.8129 -2.2806
43 H -3.0794 1.9033 -0.6302
44 H -6.0508 1.5957 -1.2537
45 H -5.2426 3.1582 -1.0757
46 H -6.1680 0.9302 2.2311
47 H -6.5017 0.2796 0.6242
48 H -4.8643 0.1565 1.3123
49 H -3.5754 2.3320 1.5810
50 H -4.9672 3.0025 2.4483
51 H -4.3701 3.8156 0.9958
52 H -0.8264 -0.7886 1.9109
53 H -1.4769 -2.2587 1.1743
54 H 0.5254 0.8101 0.5333
55 H 0.7951 0.4848 -1.1821
56 H 3.1648 -2.3749 -0.5978
57 H 2.3805 -1.4294 -1.8607
58 H 3.8174 0.0644 2.1359
59 H 5.6432 1.6409 1.9599

=====

(b)
Computed, not measured: a single C22H33N3O molecule, with ωB97M-V with the def2-TZVPD basis set.

Cartesian coordinates (Å):
1 C -3.6187 -3.5081 1.1423
2 N -3.8294 -2.1171 1.4848
3 C -4.0197 -1.2371 0.3538
4 C -2.7390 -0.9653 -0.4816
5 N -1.7033 -0.5269 0.4364
6 C -0.4696 -1.2564 0.5213
7 C 0.5686 -1.0574 -0.6184
8 N 0.7033 0.3686 -0.8570
9 C 1.7472 0.7635 -1.7834
10 C 1.6101 2.2431 -2.1506
11 C 2.0413 3.2061 -1.0349
12 C 1.2063 3.0666 0.2070
13 C -0.1621 3.3158 0.1709
14 C -0.9514 3.0955 1.2844
15 C -0.3797 2.6429 2.4625
16 C 0.9864 2.4297 2.5236
17 C 1.7728 2.6389 1.4027
18 C 1.8506 -1.7546 -0.2275
19 C 2.2341 -2.9388 -0.8432
20 C 3.4052 -3.5789 -0.4787
21 C 4.2147 -3.0381 0.5052
22 C 3.8428 -1.8573 1.1252
23 C 2.6687 -1.2227 0.7640
24 C -3.0714 0.0812 -1.5647
25 C -1.9730 0.2143 -2.6157
26 O -3.2902 1.3144 -0.9035
27 H -2.7211 -3.7025 0.5368
28 H -3.5386 -4.0840 2.0636
29 H -4.4870 -3.8651 0.5868
30 H -3.0375 -1.7656 2.0168
31 H -4.3637 -0.2762 0.7423
32 H -4.7978 -1.6590 -0.2877
33 H -2.4329 -1.8915 -0.9821
34 H -1.5532 0.4702 0.3482
35 H -0.6942 -2.3246 0.5945
36 H 0.0110 -0.9530 1.4592
37 H 0.1865 -1.5090 -1.5438
38 H 0.8347 0.8461 0.0275
39 H 1.6238 0.1600 -2.6895
40 H 2.7622 0.5712 -1.3959
41 H 0.5704 2.4353 -2.4177
42 H 2.2274 2.4381 -3.0302
43 H 3.0915 3.0259 -0.7934
44 H 1.9559 4.2282 -1.4152
45 H -0.6138 3.6700 -0.7439
46 H -2.0162 3.2648 1.2312
47 H -0.9967 2.4599 3.3292
48 H 1.4417 2.0901 3.4432
49 H 2.8383 2.4569 1.4520
50 H 1.6079 -3.3625 -1.6163
51 H 3.6887 -4.5003 -0.9665
52 H 5.1318 -3.5338 0.7875
53 H 4.4700 -1.4298 1.8944
54 H 2.3863 -0.3027 1.2579
55 H -4.0066 -0.2355 -2.0598
56 H -2.2502 0.9638 -3.3573
57 H -1.0434 0.5126 -2.1346
58 H -1.8269 -0.7329 -3.1287
59 H -3.3808 2.0023 -1.5710

=====

Energy ordering: (a) at the bottom, the next structure 0.0754 hartree above.